# 1
126
Properties=species:S:1:pos:R:3 method="wB97M-V/def2-TZVPD" charge=0 e_tot_ev=-1876868.580 gap_ev=7.24 max_force_ev_per_a=4.75
O 3.6087 1.9172 -3.6173
C 3.8030 0.9006 -2.8962
C 4.3534 0.9833 -1.3902
C 4.3298 -0.0956 -0.4711
C 3.6845 -1.5085 -0.8829
O 3.3907 -2.2766 0.0619
C 3.4373 -1.7811 -2.4236
C 3.4996 -0.5860 -3.4275
C 3.2582 -0.7131 -4.9563
C 2.9269 -2.1245 -5.4980
C 2.8653 -3.3076 -4.5075
C 3.1013 -3.1938 -2.9635
P 2.9248 -4.7535 -1.9117
O 3.1103 -6.0545 -3.0507
O 4.2219 -4.9412 -0.8137
H 4.7877 1.9872 -1.0850
H 4.7335 0.0255 0.6025
H 3.3077 0.2091 -5.6353
H 2.7183 -2.2311 -6.6193
H 2.6304 -4.3425 -4.9302
H 4.0627 -5.9729 -3.3348
H 5.0995 -4.7934 -1.2317
Br 4.9399 3.1603 3.8417
C 6.4730 1.9648 3.9738
C 6.6844 1.2002 2.6904
Br 5.3951 -0.2514 2.5102
H 6.3011 1.3211 4.8360
H 7.3243 2.6168 4.1764
H 7.6610 0.7134 2.6900
H 6.5922 1.8198 1.7978
Br 3.0516 2.3830 0.4854
C 1.7987 3.7260 -0.1693
C 0.4224 3.1390 -0.3618
Br 0.3333 2.0623 -1.9845
H 2.2247 4.1400 -1.0834
H 1.7817 4.4994 0.6008
H -0.3158 3.9298 -0.5051
H 0.1070 2.4986 0.4623
Br 6.4400 -5.4519 -4.0272
C 6.4753 -6.7737 -5.4622
C 5.9245 -6.2083 -6.7477
Br 3.9787 -6.1157 -6.7046
H 5.9279 -7.6454 -5.1046
H 7.5286 -7.0341 -5.5788
H 6.1576 -6.8659 -7.5866
H 6.2861 -5.2039 -6.9677
Br 1.0908 0.0610 2.1994
C -0.0067 -1.2387 3.1587
C 0.8239 -2.3776 3.6953
Br 1.3032 -3.6324 2.2850
H -0.7886 -1.5612 2.4724
H -0.4568 -0.6762 3.9767
H 0.2491 -2.9657 4.4133
H 1.7542 -2.0516 4.1609
Br 7.7910 -0.9407 -5.0312
C 8.3573 0.8545 -4.5208
C 8.5062 0.9775 -3.0250
Br 6.7658 1.1349 -2.1540
H 7.6307 1.5506 -4.9400
H 9.3189 0.9977 -5.0168
H 9.0368 1.8954 -2.7647
H 9.0161 0.1278 -2.5712
Br -3.1386 -0.9750 4.1219
C -4.2381 -2.2694 5.0795
C -3.4034 -3.4053 5.6140
Br -2.9207 -4.6549 4.1969
H -5.0207 -2.5927 4.3918
H -4.6900 -1.7074 5.8980
H -3.9745 -3.9965 6.3319
H -2.4738 -3.0770 6.0786
Br 5.2706 0.1850 -8.0615
C 6.2702 1.8482 -8.2425
C 7.3004 1.7520 -9.3396
Br 8.8527 0.7220 -8.7640
H 6.6992 2.0692 -7.2655
H 5.5209 2.6040 -8.4844
H 7.6916 2.7402 -9.5868
H 6.9229 1.2787 -10.2458
Br -9.3528 -3.2169 2.6704
C -8.2959 -1.5917 2.4671
C -7.2591 -1.7450 1.3828
Br -5.7470 -2.8134 1.9925
H -7.8695 -1.3649 3.4442
H -9.0165 -0.8165 2.2009
H -6.8326 -0.7754 1.1197
H -7.6438 -2.2239 0.4823
Br -4.0507 -2.1968 10.0157
C -5.2715 -0.8363 9.3380
C -6.6581 -1.3954 9.1403
Br -6.7572 -2.4850 7.5267
H -4.8305 -0.4402 8.4236
H -5.2774 -0.0555 10.1005
H -7.3779 -0.5905 8.9835
H -6.9943 -2.0208 9.9672
Br -4.2194 2.6186 10.4610
C -5.4402 3.9774 9.7815
C -6.8266 3.4173 9.5833
Br -6.9250 2.3255 7.9705
H -4.9989 4.3728 8.8671
H -5.4473 4.7587 10.5433
H -7.5470 4.2216 9.4255
H -7.1621 2.7927 10.4109
Br 2.4073 3.8724 -7.1150
C 2.0712 4.5900 -5.3341
C 2.1558 6.0958 -5.3256
Br 4.0088 6.7014 -5.3688
H 2.7824 4.1125 -4.6597
H 1.0617 4.2608 -5.0820
H 1.7480 6.4979 -4.3967
H 1.6496 6.5617 -6.1708
Br -7.2469 1.9932 0.0132
C -6.8031 1.7789 -1.8725
C -6.0292 0.5063 -2.1117
Br -4.1706 0.6925 -1.5543
H -6.2640 2.6757 -2.1761
H -7.7647 1.7463 -2.3879
H -5.9840 0.2792 -3.1781
H -6.4362 -0.3531 -1.5790
Br -11.1201 3.9107 0.0512
C -12.2271 2.6210 1.0052
C -11.3991 1.4812 1.5438
Br -10.9164 0.2279 0.1310
H -13.0071 2.2995 0.3157
H -12.6800 3.1855 1.8220
H -11.9752 0.8927 2.2599
H -10.4697 1.8058 2.0120


# 2
141
Properties=species:S:1:pos:R:3 method="wB97M-V/def2-TZVPD" charge=0 e_tot_ev=-221101.382 gap_ev=8.23 max_force_ev_per_a=7.49
N 6.5053 5.1935 -15.7708
H 7.2352 5.8863 -15.8572
H 6.8265 4.2396 -15.6871
H 6.0044 5.2171 -16.6475
H 5.8708 5.3713 -15.0054
C 3.4263 5.7716 -14.2005
O 3.7639 4.7594 -15.1323
O 4.6640 6.2681 -13.7618
C 2.4469 6.8182 -14.8050
F 2.8124 7.4802 -15.9556
F 1.2007 6.3875 -15.0830
F 2.1746 7.8364 -13.9872
C 2.8264 4.0212 -15.8551
C 3.5123 2.7806 -16.5959
H 4.2667 3.1311 -17.3003
H 4.0644 2.1995 -15.8572
H 2.7522 2.1282 -17.0256
H 2.4092 4.6101 -16.6719
H 2.0398 3.6032 -15.2268
H 2.8696 5.2888 -13.3973
C -0.8769 5.6490 -12.4934
Cl -2.3250 5.4659 -13.6220
Cl -1.2462 4.9263 -10.9482
Cl -0.7249 7.4118 -12.1946
H 0.0589 5.3034 -12.9326
C -0.7174 2.7977 -18.7710
Cl -0.0385 3.6806 -17.4016
Cl -0.7075 3.8376 -20.2186
Cl -2.3141 2.1789 -18.3596
H 0.0039 2.0060 -18.9736
C 4.7349 -0.5780 -14.8975
C 6.0810 -0.2614 -15.7314
C 6.0084 -0.3111 -17.2759
O 6.5562 0.9022 -17.6829
C 6.9042 1.6492 -16.6148
O 7.5078 2.7121 -16.7138
O 6.5672 1.0888 -15.5139
H 4.7650 -0.3836 -13.8254
H 4.3902 -1.6045 -15.0226
H 3.8670 0.0097 -15.1964
H 6.8669 -0.9365 -15.3925
H 5.0240 -0.5009 -17.7036
H 6.7551 -1.0471 -17.5741
C 4.1498 2.1659 -12.3995
C 3.9412 2.5713 -10.8926
C 3.9258 1.5020 -9.8215
O 4.9448 1.8804 -8.9544
C 5.6921 2.9106 -9.3971
O 6.7232 3.3262 -8.8918
O 5.1288 3.3909 -10.5411
H 5.0721 1.6556 -12.6768
H 4.1616 3.1026 -12.9568
H 3.1874 1.7720 -12.7262
H 3.0439 3.1808 -10.7851
H 4.0909 0.4643 -10.1113
H 2.9712 1.5158 -9.2954
C 5.0460 10.1203 -15.4477
C 3.8261 11.0129 -15.2809
C 4.0088 12.1616 -14.3398
O 4.1873 13.2737 -15.1735
C 3.7599 13.0331 -16.3223
O 3.6616 13.7585 -17.3222
O 3.4991 11.7122 -16.4595
H 4.8576 9.2138 -16.0229
H 5.2903 9.6939 -14.4748
H 5.9268 10.6497 -15.8109
H 2.9779 10.4053 -14.9655
H 4.8990 12.0409 -13.7225
H 3.0675 12.3465 -13.8220
C 3.1276 3.1010 -20.7750
C 4.5033 3.7204 -21.1205
C 5.8040 3.2789 -20.3639
O 6.8113 3.0998 -21.3624
C 6.2068 3.0987 -22.5276
O 6.8283 2.8598 -23.5380
O 4.9314 3.3803 -22.4339
H 2.7366 3.2330 -19.7662
H 3.2414 2.0173 -20.8050
H 2.3324 3.1621 -21.5180
H 4.3662 4.8015 -21.0982
H 5.7537 2.2501 -20.0073
H 6.1164 3.9526 -19.5660
C 6.7442 6.6506 -10.2135
C 7.3857 7.6190 -11.2036
C 6.5235 8.3909 -12.0618
O 7.0854 9.6714 -12.0366
C 8.0087 9.7328 -11.0826
O 8.6438 10.7674 -10.7329
O 8.0637 8.6126 -10.4932
H 6.0436 5.9282 -10.6325
H 6.2418 7.2116 -9.4254
H 7.5551 6.1428 -9.6914
H 8.0669 7.0205 -11.8084
H 5.4971 8.4841 -11.7071
H 6.3133 8.1092 -13.0936
C 4.4984 9.0031 -21.2933
C 4.0785 8.6371 -19.8843
C 2.8379 7.7007 -19.9773
O 3.1553 6.5826 -19.2240
C 4.4733 6.5950 -18.9046
O 5.1016 5.7426 -18.2957
O 5.0498 7.8098 -19.2886
H 5.3241 9.7030 -21.1652
H 3.6902 9.3769 -21.9219
H 4.9897 8.1967 -21.8378
H 3.8848 9.5395 -19.3043
H 2.4788 7.4562 -20.9770
H 1.9598 8.2216 -19.5955
C 2.9495 8.9284 -9.9776
C 2.5635 7.7768 -10.9977
O 1.8837 6.9055 -10.2134
S 2.6930 6.7548 -8.8065
O 4.0877 6.2127 -8.9724
O 1.8163 6.1187 -7.8336
O 2.6724 8.3818 -8.7619
H 2.1606 9.6646 -10.1315
H 3.9439 9.3694 -10.0469
H 3.3771 7.1958 -11.4318
H 1.8972 8.1486 -11.7762
C -0.4978 9.6931 -15.7505
C -0.2190 10.2259 -14.3562
O 0.4656 11.3915 -14.6782
S -0.4136 12.2660 -15.8376
O 0.3974 13.2181 -16.6160
O -1.6931 12.6697 -15.2249
O -0.6674 10.8355 -16.6514
H -1.4875 9.2390 -15.7012
H 0.2419 8.9667 -16.0874
H 0.3680 9.4760 -13.8259
H -1.1527 10.4768 -13.8529
C -0.8090 -0.3230 -15.1639
C 0.4381 0.5719 -15.2185
O 0.1845 1.7689 -14.6178
S -1.4339 1.8474 -14.2193
O -2.1645 2.3314 -15.4134
O -1.6362 2.5195 -12.9325
O -1.5915 0.2474 -14.0980
H -0.5943 -1.3360 -14.8236
H -1.3281 -0.3151 -16.1224
H 0.7756 0.7668 -16.2365
H 1.2837 0.1912 -14.6457


# 3
123
Properties=species:S:1:pos:R:3 method="wB97M-V/def2-TZVPD" charge=0 e_tot_ev=-119935.381 gap_ev=10.26 de_lowest_ev=1.858 max_force_ev_per_a=17.74
C 5.0850 29.0410 -0.3310
C 4.5450 28.0340 0.7300
C 3.3010 27.2640 0.4920
O 3.7040 25.9180 0.3290
C 5.0570 25.8970 0.4990
O 5.6970 24.9010 0.2040
O 5.5600 27.0190 0.7930
H 5.2970 28.4080 -1.1830
H 5.9550 29.5120 0.0920
H 4.3530 29.6520 -0.6070
H 4.4530 28.5600 1.6660
H 2.8610 27.6630 -0.4180
H 2.5480 27.1630 1.3090
C 5.9400 21.7410 5.7940
C 5.4530 22.2760 4.4610
C 5.9300 23.6390 4.1450
O 6.9960 23.4480 3.2260
C 6.8770 22.2750 2.7270
O 7.5160 21.6950 1.8310
O 5.8960 21.5780 3.4340
H 5.6460 22.5060 6.7290
H 6.9870 21.6480 5.7330
H 5.2730 20.8050 5.9030
H 4.2350 22.2920 4.4230
H 6.1040 24.3660 4.8880
H 5.1260 24.2370 3.6850
C 11.3350 26.1190 2.9790
C 10.0840 26.8910 3.1460
C 8.7440 26.3640 2.4020
O 7.8360 26.2150 3.3400
C 8.2460 26.5600 4.5040
O 7.5620 26.4720 5.4570
O 9.4580 26.9970 4.4320
H 12.1380 26.6340 3.6480
H 11.7590 25.9560 2.0080
H 11.1290 25.0800 3.4500
H 10.1890 27.8940 2.7070
H 8.9530 25.4230 2.0090
H 8.4580 26.8790 1.5610
C 4.5060 25.7820 7.6230
C 3.6090 26.7470 6.7860
C 4.2680 27.6520 5.9000
O 3.9570 27.3190 4.5900
C 3.0180 26.1780 4.6400
O 2.6260 25.5360 3.6260
O 2.8510 25.8960 5.9040
H 5.3150 25.3350 7.1090
H 3.9650 24.9260 7.9490
H 5.0730 26.2920 8.4560
H 2.8420 27.2810 7.4940
H 5.3700 27.7300 6.0100
H 3.7500 28.7410 6.0750
C 2.2630 19.1210 8.6560
C 3.2150 20.0370 7.9600
C 2.5090 21.4050 7.4850
O 3.3460 22.3350 8.1610
C 4.2540 21.7940 8.7950
O 5.2480 22.2780 9.3540
O 4.1450 20.5120 8.7370
H 1.3780 18.5510 8.1230
H 1.8590 19.4340 9.6270
H 2.7120 18.0850 9.0240
H 3.5340 19.5840 7.0270
H 1.5520 21.5800 8.0290
H 2.4830 21.5410 6.2380
C 4.1460 31.5760 11.4850
C 3.8280 30.2710 10.8250
C 4.7320 29.7130 9.6890
O 4.9270 28.3340 9.9440
C 4.5670 28.0820 11.1840
O 4.6830 27.0430 11.7830
O 4.0600 29.2360 11.7490
H 3.8100 32.3210 10.9910
H 5.2220 31.6780 11.9100
H 3.6260 31.6220 12.4910
H 2.8020 30.4310 10.6080
H 5.7020 30.1750 9.5840
H 4.0060 29.7630 8.7580
O 8.0500 26.8490 11.1820
S 8.3580 28.0710 10.4990
O 7.8050 29.3230 10.9640
C 10.0820 28.1910 10.6660
C 10.5140 28.6650 9.2480
C 9.6750 27.8490 8.2060
C 8.3000 27.8360 8.8180
H 10.2880 27.1460 10.9380
H 10.4090 28.7320 11.2230
H 10.4700 29.8390 9.0070
H 11.3780 28.5020 8.8920
H 10.2270 26.8910 8.4860
H 9.4730 28.2200 7.1780
H 7.6200 27.0510 8.6040
H 7.4720 28.6950 8.4660
O 5.9260 30.3370 6.4550
S 6.3500 31.0730 5.3400
O 6.0470 32.5260 5.4720
C 8.0230 30.7670 4.9910
C 7.9890 30.3570 3.5850
C 6.7180 29.5110 3.4180
C 5.6400 30.5640 3.8820
H 8.4920 30.0280 5.6140
H 8.5320 31.7050 5.3470
H 7.9770 31.5030 2.9410
H 8.8730 29.6320 3.3490
H 6.5980 28.4170 3.9330
H 6.4960 29.0430 2.3900
H 4.7470 30.0620 4.1250
H 5.5810 31.6590 3.3600
O -0.2520 27.4410 7.9630
S 0.4800 27.9950 9.0840
O 1.4800 28.9720 8.7760
C -0.4630 28.5550 10.4150
C -0.1570 27.5680 11.6430
C 0.4220 26.3240 11.0700
C 1.3400 26.7430 9.7960
H -1.4370 28.5650 10.1800
H 0.1640 29.4250 10.5620
H 0.6970 27.9760 11.9610
H -0.8570 27.3350 12.2050
H -0.4990 25.7630 10.9460
H 1.0510 25.6880 11.7360
H 1.5880 25.7900 9.1970
H 2.2290 27.1590 10.1320